Record 1
Entry from the Open Molecules 2025 dataset: a 7-piece molecular cluster, C18H53N5O8 overall in a non-equilibrium geometry (wB97M-V/def2-TZVPD).

Geometry (Å):
1 N 1.156 -0.579 -0.072
2 H 0.893 -1.633 -0.241
3 H 0.371 0.149 0.053
4 H 1.585 -0.275 -0.972
5 H 1.663 -0.611 0.790
6 C 2.894 -1.633 -3.247
7 O 4.105 -1.790 -3.189
8 O 2.422 -0.881 -4.259
9 O 2.063 -2.017 -2.345
10 H 3.260 -0.626 -4.828
11 C -0.535 -0.993 3.116
12 C 0.182 -2.266 3.465
13 C -0.727 -3.322 4.207
14 O -1.257 -2.824 5.400
15 C -2.104 -3.715 6.164
16 N 0.739 -2.846 2.301
17 H -1.399 -1.104 2.594
18 H 0.280 -0.247 2.679
19 H -1.082 -0.514 4.012
20 H 0.909 -1.895 4.006
21 H -0.086 -3.941 4.505
22 H -1.501 -3.583 3.471
23 H -2.787 -4.268 5.611
24 H -2.561 -3.162 6.885
25 H -1.435 -4.700 6.541
26 H 1.456 -3.574 2.534
27 H 0.034 -3.223 1.712
28 C -2.400 2.132 1.533
29 C -2.193 2.084 -0.015
30 C -2.741 3.291 -0.600
31 O -1.884 4.433 -0.148
32 C -2.525 5.723 -0.628
33 N -0.815 1.938 -0.271
34 H -3.323 2.413 1.740
35 H -1.717 2.983 2.081
36 H -1.935 1.192 2.095
37 H -2.719 1.090 -0.372
38 H -3.741 3.414 -0.388
39 H -2.762 3.294 -1.668
40 H -3.483 5.969 -0.395
41 H -2.167 6.159 -1.575
42 H -2.132 6.528 -0.129
43 H -0.571 2.766 0.392
44 H -0.676 2.117 -1.306
45 C -2.191 -1.887 -0.707
46 C -2.520 -3.322 -0.518
47 C -2.914 -3.859 -1.893
48 O -4.017 -3.263 -2.509
49 C -5.266 -3.677 -1.877
50 N -1.285 -4.087 -0.127
51 H -1.290 -1.676 -1.201
52 H -2.063 -1.513 0.275
53 H -3.121 -1.308 -1.147
54 H -3.184 -3.659 0.248
55 H -3.214 -4.971 -1.731
56 H -2.170 -3.885 -2.521
57 H -5.966 -3.066 -2.345
58 H -5.343 -3.456 -0.718
59 H -5.663 -4.663 -1.950
60 H -1.350 -5.023 -0.128
61 H -0.646 -3.756 -0.642
62 C 4.860 1.226 -0.703
63 C 4.203 2.443 -0.110
64 C 4.668 3.792 -0.612
65 O 5.960 3.770 -0.189
66 C 6.759 4.682 -1.103
67 N 2.734 2.303 -0.236
68 H 4.779 0.294 -0.157
69 H 5.920 1.404 -0.785
70 H 4.453 0.997 -1.645
71 H 4.404 2.575 0.899
72 H 4.065 4.392 -0.002
73 H 4.649 4.022 -1.661
74 H 7.824 4.783 -0.787
75 H 6.532 5.832 -1.187
76 H 6.814 4.281 -2.244
77 H 2.534 2.510 -1.136
78 H 2.099 2.958 0.414
79 C -0.690 0.659 -3.429
80 O 0.551 0.557 -2.726
81 H -0.455 0.081 -4.437
82 H -0.958 1.739 -3.521
83 H -1.427 0.138 -2.945
84 H 1.168 0.221 -3.463

Output
- E_LUMO (eV) = 0.4
- energy (hartree) = -1592.90342
- E_HOMO (Ha) = -0.2755
- energy relative to the best compared isomer or geometry (same formula, charge and spin) (kcal per mole) = 0.00
- charge = 0
- multiplicity = 1
- frontier orbital gap (eV) = 7.93



Record 2
Entry from the Open Molecules 2025 dataset: C18H54AsF6O13Tl as an isolated structure in a non-equilibrium geometry (wB97M-V/def2-TZVPD).

Geometry (Å):
1 Tl 2.419 1.397 -3.459
2 As 1.258 -1.191 0.342
3 F 1.871 -0.162 1.619
4 F 1.107 -2.624 1.319
5 F 0.934 -2.261 -1.009
6 F 1.440 0.087 -0.696
7 F 2.906 -1.629 0.082
8 F -0.364 -0.799 0.792
9 C 0.134 1.512 4.953
10 C -1.040 0.528 4.978
11 O -0.734 -0.600 4.149
12 H -0.146 2.356 5.538
13 H 0.347 1.756 3.923
14 H 0.998 0.973 5.362
15 H -1.995 0.920 4.593
16 H -1.146 0.238 6.014
17 H -0.568 -0.179 3.269
18 C -1.581 4.983 1.412
19 C -1.819 3.734 2.178
20 O -0.726 2.846 2.050
21 H -2.445 5.651 1.557
22 H -1.454 4.735 0.334
23 H -0.653 5.407 1.771
24 H -2.769 3.221 2.026
25 H -1.899 3.972 3.253
26 H -0.992 2.187 1.422
27 C -3.299 -2.591 5.017
28 C -3.218 -2.746 3.489
29 O -2.910 -2.618 2.410
30 H -2.424 -1.972 5.287
31 H -3.481 -3.478 5.658
32 H -4.201 -1.892 5.222
33 H 0.500 -10.500 -6.087
34 H -3.464 -10.545 6.166
35 H 8.754 -0.284 2.687
36 C -4.931 1.379 1.700
37 C -6.145 0.720 2.091
38 O -6.690 0.231 0.830
39 H -5.201 2.031 0.883
40 H -4.160 0.712 1.322
41 H -4.525 1.951 2.531
42 H -6.944 1.349 2.519
43 H -6.029 -0.116 2.808
44 H -7.437 -0.343 1.090
45 C -1.628 3.396 -3.061
46 C -0.799 2.240 -2.579
47 O 0.021 1.722 -3.652
48 H -2.136 3.933 -2.291
49 H -2.366 3.046 -3.793
50 H -1.018 4.150 -3.582
51 H -1.574 1.562 -2.249
52 H -0.055 2.448 -1.809
53 H -0.598 1.417 -4.299
54 C -3.104 -0.797 -3.997
55 C -1.937 -1.711 -3.876
56 O -1.078 -1.631 -4.989
57 O -2.613 0.481 -4.393
58 H -3.587 -0.715 -2.998
59 H -3.855 -1.091 -4.782
60 H -2.393 -2.703 -3.692
61 H -1.385 -1.344 -3.023
62 H -1.542 -1.286 -5.788
63 H -3.354 1.058 -4.605
64 C 3.702 -1.754 -4.747
65 C 2.252 -1.733 -4.913
66 O 1.794 -0.430 -5.331
67 O 3.942 -0.810 -3.679
68 H 4.222 -1.506 -5.624
69 H 4.008 -2.787 -4.396
70 H 1.861 -2.018 -3.922
71 H 1.924 -2.514 -5.648
72 H 0.862 -0.443 -5.565
73 H 4.874 -0.830 -3.337
74 C -0.710 -4.577 3.648
75 C 5.318 -0.312 2.001
76 O 4.179 -0.714 1.676
77 O 0.064 -3.619 3.807
78 H -1.722 -4.734 4.212
79 H -0.797 -5.307 2.724
80 H 5.844 -1.027 2.652
81 H 5.632 0.612 1.418
82 H 3.524 -0.060 1.233
83 H 1.019 -3.499 2.659
84 C 6.352 1.547 -1.472
85 C 5.154 1.988 -0.676
86 O 4.362 0.830 -0.269
87 O 6.038 0.855 -2.694
88 H 6.953 0.887 -0.851
89 H 6.952 2.448 -1.716
90 H 4.439 2.615 -1.180
91 H 5.633 2.334 0.223
92 H 3.570 0.693 -0.786
93 H 6.476 1.341 -3.383

Output
- E_LUMO (eV) = -8.2
- energy (hartree) = -4702.39434
- E_HOMO (Ha) = -0.3363
- energy relative to the best compared isomer or geometry (same formula, charge and spin) (kcal per mole) = 0.00
- charge = +2
- multiplicity = 1
- frontier orbital gap (eV) = 0.96



Record 3
Entry from the Open Molecules 2025 dataset: C18H54Fe2N2O16P as an isolated structure in a non-equilibrium geometry (wB97M-V/def2-TZVPD).

Geometry (Å):
1 Fe -0.599 1.127 -1.591
2 Fe 1.200 -2.147 -0.192
3 P -0.430 -0.574 0.314
4 O -0.756 -2.073 0.368
5 O -1.393 0.671 0.185
6 O 0.219 -0.595 -1.074
7 O 0.916 -0.506 0.982
8 C -3.811 -2.451 0.859
9 O -2.969 -3.209 0.045
10 H -3.296 -2.024 1.719
11 H -4.277 -1.587 0.386
12 H -4.607 -3.091 1.240
13 H -2.088 -2.838 0.134
14 C 0.115 -3.283 -2.753
15 O 0.488 -3.750 -1.494
16 H 0.789 -3.673 -3.516
17 H -0.948 -3.442 -2.935
18 H 0.333 -2.216 -2.801
19 H 0.319 -4.685 -1.630
20 C -0.065 1.447 -5.761
21 C -0.626 1.400 -4.344
22 C -1.518 0.153 -4.100
23 O -1.979 0.130 -2.727
24 C -3.023 -0.806 -2.460
25 N 0.476 1.383 -3.487
26 H 0.604 0.622 -6.009
27 H 0.551 2.343 -5.843
28 H -0.829 1.405 -6.538
29 H -1.234 2.304 -4.309
30 H -0.920 -0.743 -4.263
31 H -2.378 -0.019 -4.747
32 H -3.908 -0.483 -3.008
33 H -3.317 -0.778 -1.410
34 H -2.726 -1.845 -2.596
35 H 1.074 0.633 -3.802
36 H 1.056 2.172 -3.734
37 C 3.807 3.489 1.538
38 C 3.387 2.096 1.071
39 C 4.286 1.015 1.728
40 O 5.668 1.117 1.379
41 C 6.042 0.600 0.067
42 N 1.950 1.971 1.435
43 H 4.819 3.767 1.244
44 H 3.761 3.483 2.627
45 H 3.022 4.176 1.223
46 H 3.520 2.050 -0.010
47 H 3.942 0.026 1.427
48 H 4.267 1.115 2.813
49 H 5.555 1.114 -0.761
50 H 5.715 -0.435 -0.034
51 H 7.116 0.590 -0.118
52 H 1.762 1.984 2.428
53 H 1.574 1.060 1.211
54 C -0.987 4.016 -1.737
55 C 0.201 3.905 -0.789
56 O 0.705 2.561 -0.779
57 O -1.892 2.840 -1.859
58 H -0.578 4.126 -2.741
59 H -1.590 4.905 -1.555
60 H -0.165 4.196 0.195
61 H 0.908 4.672 -1.103
62 H 1.267 2.596 -0.001
63 H -2.822 3.078 -1.852
64 C -3.837 1.897 1.990
65 C -2.967 3.155 1.699
66 O -1.556 2.742 1.606
67 O -3.821 1.143 0.805
68 H -4.850 2.238 2.204
69 H -3.460 1.371 2.867
70 H -3.005 3.862 2.528
71 H -3.260 3.722 0.816
72 H -1.477 1.963 1.050
73 H -2.922 0.897 0.577
74 C -0.750 -1.540 4.407
75 C 0.740 -1.354 4.035
76 O 1.037 -0.061 3.444
77 O -1.101 -0.718 5.508
78 H -0.876 -2.576 4.722
79 H -1.359 -1.271 3.543
80 H 1.041 -2.050 3.252
81 H 1.373 -1.612 4.883
82 H 1.050 -0.138 2.487
83 H -0.879 0.190 5.288
84 C 1.196 -5.052 1.658
85 C -0.346 -5.021 1.719
86 O -0.823 -3.872 2.428
87 O 1.759 -3.832 1.107
88 H 1.561 -5.809 0.965
89 H 1.646 -5.286 2.623
90 H -0.878 -5.955 1.901
91 H -0.743 -4.977 0.705
92 H -0.870 -3.202 1.742
93 H 2.697 -3.940 1.282

Output
- E_LUMO (alpha / beta) (eV) = -3.2 / -3.6
- energy (hartree) = -4900.11661
- E_HOMO (alpha / beta) (Ha) = -0.4104 / -0.4101
- energy relative to the best compared isomer or geometry (same formula, charge and spin) (kcal per mole) = 88.93
- charge = +1
- multiplicity = 9
- frontier orbital gap (alpha / beta) (eV) = 7.95 / 7.52



> The lowest energy belongs to which entry?

C18H54Fe2N2O16P



> What is the charge in the first record?

0



> The highest energy belongs to which entry?

C18H53N5O8